Record 1
{
  "formula": "CH3BrN2",
  "method": "ωB97M-V with the def2-TZVPD basis set",
  "symbols": ["H", "H", "H", "N", "N", "C", "Br"],
  "coordinates": [[-2.18053, -0.19643, 1.08416], [2.56792, 0.08690, -0.37762], [-2.19144, -0.59814, -0.85058], [-0.63166, 0.25281, -0.11328], [0.38788, 0.72416, -0.11956], [-1.66162, -0.42888, 0.05950], [3.70945, 0.15957, 0.31739]],
  "nbo_charge": [0.24, 0.19, 0.23, 0.07, -0.06, -0.47, -0.20],
  "multiplicity": 1,
  "homo_energy_ev": -9.09,
  "de_lowest_kcal_mol": 10.93,
  "energy_ev": -74105.8554
}


Record 2
{
  "formula": "CH3BrNO2",
  "method": "ωB97M-V with the def2-TZVPD basis set",
  "symbols": ["N", "H", "O", "O", "C", "H", "H", "Br"],
  "coordinates": [[1.05338, 0.97040, 0.18076], [-0.85329, -1.40258, 0.32443], [0.02520, 0.43110, 0.91198], [0.65674, 1.23491, -1.04414], [-0.92151, -0.28690, 0.13419], [-1.88140, -0.03749, 0.57544], [-0.73572, -0.03383, -0.97547], [2.65661, -0.87560, -0.10721]],
  "nbo_charge": [0.34, 0.18, -0.39, -0.50, -0.33, 0.17, 0.24, -0.71],
  "multiplicity": 1,
  "homo_energy_ev": -3.62,
  "de_lowest_kcal_mol": 40.87,
  "total_charge": -1,
  "energy_ev": -76711.3032
}


Record 3
{
  "formula": "CH3BrO2",
  "method": "ωB97M-V with the def2-TZVPD basis set",
  "symbols": ["O", "H", "H", "O", "H", "C", "Br"],
  "coordinates": [[1.74140, -0.11628, 0.57302], [0.10994, 1.00168, 0.34008], [-1.03224, -0.49186, -2.09495], [-1.64267, -0.52643, -1.33682], [1.02501, 1.34443, 1.88098], [0.97946, 0.73209, 0.92632], [-1.18090, -1.94362, -0.28861]],
  "nbo_charge": [-0.49, 0.10, 0.49, -0.79, 0.10, 0.29, 0.31],
  "multiplicity": 1,
  "homo_energy_ev": -10.08,
  "de_lowest_kcal_mol": 53.57,
  "energy_ev": -75220.5684,
  "smiles": "C=O.OBr"
}


Record 4
{
  "formula": "CH3BrO2P",
  "method": "ωB97M-V with the def2-TZVPD basis set",
  "symbols": ["O", "H", "P", "H", "Br", "C", "O", "H"],
  "coordinates": [[1.96330, -0.48834, -2.19773], [-0.09525, -1.01703, 0.25481], [0.44628, -0.07411, -2.02166], [0.73254, 0.59019, 0.34000], [-0.82977, -1.84346, -2.52943], [0.10819, -0.01368, -0.24719], [-0.05905, 1.11816, -2.68031], [-0.82973, 0.58485, -0.43556]],
  "nbo_charge": [-1.15, 0.23, 2.07, 0.23, -0.42, -1.04, -1.15, 0.23],
  "multiplicity": 1,
  "homo_energy_ev": -4.87,
  "de_lowest_kcal_mol": 5.36,
  "total_charge": -1,
  "energy_ev": -84516.0147,
  "smiles": "C[P@](=O)([O-])Br"
}


Record 5
{
  "formula": "CH3BrO2S",
  "method": "ωB97M-V with the def2-TZVPD basis set",
  "symbols": ["H", "H", "O", "H", "C", "Br", "S", "O"],
  "coordinates": [[0.53182, 1.68063, -0.09094], [-0.05628, -0.74693, -0.68096], [2.09530, -2.21612, -0.21554], [-0.24038, -0.60033, 1.10036], [0.27739, -0.24268, 0.26846], [3.24571, 0.53923, -0.54109], [2.18654, -1.07857, 0.69349], [-0.18756, 1.09253, 0.18482]],
  "nbo_charge": [0.49, 0.20, -0.87, 0.17, -0.16, -0.24, 1.12, -0.71],
  "multiplicity": 1,
  "homo_energy_ev": -9.92,
  "de_lowest_kcal_mol": 28.66,
  "energy_ev": -86056.4261
}


Record 6
{
  "formula": "CH3BrO3",
  "method": "ωB97M-V with the def2-TZVPD basis set",
  "symbols": ["H", "Br", "O", "H", "O", "C", "H", "O"],
  "coordinates": [[-0.03450, 1.59233, 1.04478], [2.30505, -1.18509, -1.78354], [1.07586, -1.59132, -0.66234], [-0.29270, -0.15440, 1.35098], [-0.44054, -0.75091, -1.00126], [-0.60576, 0.70950, 0.76294], [-1.67466, 0.88653, 0.90718], [-0.33275, 0.49336, -0.61874]],
  "nbo_charge": [0.20, 0.38, -0.52, 0.21, 0.00, -0.29, 0.19, -0.17],
  "multiplicity": 1,
  "homo_energy_ev": [-9.72, -9.72],
  "de_lowest_kcal_mol": 153.14,
  "energy_ev": -77263.1091
}


Record 7
{
  "formula": "CH3BrO3",
  "method": "ωB97M-V with the def2-TZVPD basis set",
  "symbols": ["O", "O", "O", "H", "H", "C", "Br", "H"],
  "coordinates": [[-0.18786, -0.00092, -0.94500], [1.70080, -0.38729, 0.71381], [1.04749, -1.05692, -0.13118], [-1.60525, 1.20697, -0.28940], [-2.05822, -0.54594, -0.30127], [-1.25198, 0.17649, -0.11894], [3.32018, 0.46168, 0.12919], [-0.96514, 0.14592, 0.94278]],
  "nbo_charge": [-0.34, -0.18, 0.02, 0.21, 0.17, -0.28, 0.21, 0.20],
  "multiplicity": 1,
  "homo_energy_ev": [-10.32, -10.32],
  "de_lowest_kcal_mol": 159.85,
  "energy_ev": -77262.8184
}


Record 8
{
  "formula": "CH3BrO3P",
  "method": "ωB97M-V with the def2-TZVPD basis set",
  "symbols": ["O", "C", "Br", "H", "H", "P", "H", "O", "O"],
  "coordinates": [[1.86658, -1.95730, 1.02526], [0.17128, -0.14210, 0.02273], [4.31503, 0.41687, 0.09242], [-0.37440, -0.35201, 1.00727], [0.42754, 0.88494, -0.16979], [1.76485, -0.96086, -0.04340], [-0.46146, -0.26280, -0.79941], [2.63177, 0.49707, 0.46208], [2.28010, -1.25394, -1.44547]],
  "nbo_charge": [-1.16, -1.06, 0.29, 0.23, 0.24, 2.32, 0.23, -0.93, -1.16],
  "multiplicity": 1,
  "homo_energy_ev": -5.02,
  "de_lowest_kcal_mol": 7.96,
  "total_charge": -1,
  "energy_ev": -86562.1001
}


Record 9
{
  "formula": "CH3BrOS",
  "method": "ωB97M-V with the def2-TZVPD basis set",
  "symbols": ["C", "H", "Br", "H", "H", "S", "O"],
  "coordinates": [[-0.64033, -0.10417, 0.36681], [-0.37272, -0.82774, 1.07693], [-3.51701, 0.19760, 0.72548], [0.93673, 0.37899, -1.27914], [-0.11668, 0.87338, 0.31994], [-1.92856, -0.80134, -0.59564], [-1.78873, -2.18319, -0.20224]],
  "nbo_charge": [-0.57, 0.21, -0.22, 0.00, 0.24, 1.24, -0.90],
  "multiplicity": 1,
  "homo_energy_ev": [-10.27, -9.62],
  "de_lowest_kcal_mol": 104.38,
  "energy_ev": -84005.5419
}


Record 10
{
  "formula": "CH3BrP2",
  "method": "ωB97M-V with the def2-TZVPD basis set",
  "symbols": ["H", "Br", "H", "P", "C", "H", "P"],
  "coordinates": [[1.71268, -0.82881, -0.84970], [-3.76424, -0.17203, 0.25310], [-0.37761, -1.22461, 0.12271], [-0.56245, 0.10293, -0.24808], [1.44043, 0.12865, -0.39155], [-0.92971, 0.71771, 0.86955], [2.48090, 1.27616, 0.24397]],
  "nbo_charge": [0.24, -0.16, 0.00, 0.36, -0.96, -0.01, 0.54],
  "multiplicity": 1,
  "homo_energy_ev": [-8.40, -9.45],
  "de_lowest_kcal_mol": 66.62,
  "energy_ev": -89701.4258
}